# 1
{
  "formula": "C4H7CoFO3",
  "method": "wB97M-V/def2-TZVPD",
  "homo_ev": [-13.6021, -14.1084],
  "homo_lumo_gap_ev": [9.52, 7.27],
  "spin_multiplicity": 5,
  "total_charge": 1,
  "e_lumo_ev": [-4.087, -6.840],
  "species": ["F", "O", "C", "O", "C", "C", "O", "C", "Co", "H", "H", "H", "H", "H", "H", "H"],
  "xyz": [[1.7032, 1.9702, -1.1772], [-0.4585, -1.7861, 0.5311], [-1.2378, -2.2473, -0.3683], [-1.9020, -1.2822, -1.0436], [-2.5160, -0.0797, -0.4339], [1.0575, 2.2762, -0.0054], [0.8375, 1.1046, 0.7184], [2.0098, 0.5041, 1.3054], [-0.7784, 0.0992, 0.7810], [-3.4758, -0.3873, 0.0106], [-2.6761, 0.6027, -1.2843], [0.0805, 2.7037, -0.2659], [1.7059, 2.9506, 0.5686], [1.7043, -0.4720, 1.6958], [2.7721, 0.3488, 0.5345], [2.3878, 1.1658, 2.0948]],
  "forces_ev_per_a": [[-0.2, -0.1, 0.4], [-1.1, -3.7, -1.3], [0.6, 6.6, 1.0], [0.2, -4.3, -0.7], [0.9, 0.4, 1.0], [0.3, 0.8, -0.9], [0.3, 0.2, 0.1], [0.8, -0.2, 0.1], [-2.0, 0.4, -0.3], [0.4, 0.2, -0.1], [0.1, -0.4, 0.4], [0.3, 0.0, 0.2], [-0.3, -0.1, -0.1], [0.1, 0.3, 0.1], [-0.2, 0.1, 0.1], [-0.1, -0.3, -0.1]],
  "lowdin_charge": [0.034, -0.095, 0.005, -0.131, -0.101, -0.195, -0.292, 0.004, 0.983, 0.071, 0.072, 0.149, 0.157, 0.102, 0.120, 0.119]
}

---

# 2
{
  "formula": "C4H6N2OS",
  "method": "wB97M-V/def2-TZVPD",
  "homo_ev": -8.8268,
  "homo_lumo_gap_ev": 9.48,
  "e_above_lowest_kj_mol": 714.9,
  "e_lumo_ev": 0.654,
  "species": ["H", "N", "C", "N", "O", "C", "C", "C", "S", "H", "H", "H", "H", "H"],
  "xyz": [[3.3266, -0.8457, 0.0643], [2.8255, 0.1081, -0.1171], [1.6267, -0.0502, 0.1395], [1.0116, 1.2386, 0.0824], [-0.5084, 1.4565, -0.2604], [-1.0450, 0.3042, 0.5039], [-2.0724, -0.5133, -0.0386], [-0.7279, -0.8038, -0.3997], [0.7156, -1.6356, 0.0169], [1.4684, 2.0948, -0.0939], [-0.8511, 0.2494, 1.6172], [-2.5960, -1.1612, 0.6819], [-2.6189, 0.1528, -0.8203], [-0.5546, -0.5944, -1.3760]],
  "forces_ev_per_a": [[-0.7, 2.1, -0.7], [4.3, -3.3, 1.2], [-2.3, 2.0, -2.2], [-4.7, -1.7, 0.6], [1.7, -1.0, 2.8], [2.5, 2.9, 0.5], [-4.8, 0.7, -0.4], [1.3, -2.0, 0.6], [1.3, -0.5, 1.8], [0.8, 0.4, -0.4], [0.3, 0.3, -1.7], [-0.3, 0.7, -0.6], [0.4, -2.2, 1.1], [0.2, 1.6, -2.6]],
  "lowdin_charge": [0.087, 0.048, -0.694, 0.060, -0.078, -0.340, -0.087, -0.636, 0.980, 0.111, 0.179, 0.129, 0.173, 0.069]
}

---

# 3
{
  "formula": "C2H6P2S",
  "method": "wB97M-V/def2-TZVPD",
  "homo_ev": [-7.3499, -9.0445],
  "homo_lumo_gap_ev": [8.16, 6.58],
  "spin_multiplicity": 3,
  "e_above_lowest_kj_mol": 150.2,
  "e_lumo_ev": [0.807, -2.462],
  "species": ["C", "C", "P", "P", "S", "H", "H", "H", "H", "H", "H"],
  "xyz": [[0.5398, 0.5041, -0.2024], [1.3180, -0.5617, -0.1806], [-3.7174, -0.7555, -0.1122], [3.1288, -0.4617, -0.3089], [-1.2763, 0.5948, -0.1489], [0.8818, 1.5250, -0.2541], [0.9167, -1.5644, -0.1669], [-3.9390, -0.1487, -1.3520], [-4.0942, 0.4040, 0.5711], [3.3803, -0.9136, 0.9882], [3.2292, 0.8762, 0.0693]],
  "forces_ev_per_a": [[-3.1, 1.5, -0.1], [0.8, -0.7, -0.1], [-0.5, -1.0, 0.2], [-0.1, -0.2, -0.3], [2.3, -0.3, -0.1], [0.7, 0.0, 0.0], [-0.3, -0.1, 0.1], [0.0, 0.2, -0.4], [-0.1, 0.4, 0.2], [0.1, -0.3, 0.3], [0.1, 0.4, 0.0]],
  "lowdin_charge": [-0.631, -0.504, 0.438, 0.796, 0.540, 0.020, 0.058, -0.246, -0.251, -0.110, -0.110]
}

---

# 4
{
  "formula": "C3H8NP",
  "method": "wB97M-V/def2-TZVPD",
  "homo_ev": [-7.0765, -7.1313],
  "homo_lumo_gap_ev": [5.14, 5.30],
  "e_above_lowest_kj_mol": 635.2,
  "e_lumo_ev": [-1.935, -1.835],
  "species": ["C", "C", "C", "N", "P", "H", "H", "H", "H", "H", "H", "H", "H"],
  "xyz": [[-1.5767, -0.1872, -1.2476], [2.6720, 0.6879, 0.8992], [-1.6671, -0.6751, 0.2093], [-0.6414, -0.3415, 1.0489], [1.5810, 0.7585, -0.5693], [-1.5346, 0.8990, -1.2657], [-0.6642, -0.5735, -1.7006], [-2.4389, -0.5288, -1.8144], [3.6646, 1.0690, 0.6564], [2.2381, 1.2902, 1.6968], [2.7517, -0.3405, 1.2459], [-1.7778, -1.7786, 0.1984], [-2.6066, -0.2794, 0.6427]],
  "forces_ev_per_a": [[-0.1, -0.3, 0.3], [-0.8, -0.4, 0.2], [0.3, 0.9, -1.5], [1.2, 0.2, -0.4], [-1.0, -0.4, 0.7], [0.0, 0.1, 0.0], [0.0, 0.0, -0.1], [-0.1, 0.0, -0.2], [0.0, 0.1, -0.2], [0.2, 0.2, 0.1], [0.3, 0.0, 0.1], [-0.1, 0.0, 0.6], [-0.1, -0.3, 0.4]],
  "lowdin_charge": [-0.180, -0.577, -0.476, 0.132, 0.693, 0.051, 0.013, 0.061, 0.016, 0.000, -0.005, 0.140, 0.132]
}

---

# 5
{
  "formula": "C4H24O9",
  "method": "wB97M-V/def2-TZVPD",
  "homo_ev": -9.7113,
  "homo_lumo_gap_ev": 9.86,
  "e_above_lowest_kj_mol": 101.7,
  "e_lumo_ev": 0.152,
  "species": ["C", "C", "C", "C", "O", "H", "H", "H", "H", "H", "H", "H", "H", "O", "H", "H", "O", "H", "H", "O", "H", "H", "O", "H", "H", "O", "H", "H", "O", "H", "H", "O", "H", "H", "O", "H", "H"],
  "xyz": [[2.6663, -1.6936, -2.1379], [2.0349, -0.8583, -1.0115], [3.0008, 0.1228, -0.3997], [1.4341, -1.7932, 0.0087], [1.6887, -1.7996, 1.1925], [1.9822, -2.2402, -2.7820], [3.3598, -2.4637, -1.7805], [3.3058, -1.0110, -2.7009], [1.2087, -0.3301, -1.4884], [3.7709, 0.5411, -1.0439], [3.5712, -0.1647, 0.4927], [2.4683, 0.9591, 0.0631], [0.6951, -2.5323, -0.3317], [-3.4269, 1.5946, -0.0486], [-4.2885, 1.3514, 0.3493], [-2.7127, 1.8765, 0.5313], [-2.0881, -0.9038, -1.1062], [-2.7680, -0.4714, -0.5889], [-2.1707, -0.5703, -2.0141], [-0.0502, 1.8678, 3.6557], [0.3517, 2.6907, 3.3064], [0.7172, 1.3454, 3.8789], [-1.0279, -1.2391, 2.4599], [-1.6698, -1.9002, 2.6879], [-0.2256, -1.7191, 2.1912], [-1.2167, -3.5911, -0.5386], [-1.9895, -3.9860, -0.9126], [-1.3644, -2.6179, -0.6573], [-1.9234, 1.4943, -2.6495], [-1.9609, 1.7109, -1.7186], [-2.7720, 1.9070, -2.9154], [0.5166, 3.8529, 1.0127], [0.0047, 3.0234, 0.8964], [1.2426, 4.0035, 0.4387], [-0.6557, 1.4602, 1.1182], [-0.8086, 1.3055, 2.0605], [-0.8999, 0.7789, 0.4822]],
  "forces_ev_per_a": [[1.0, -0.3, 0.1], [0.3, -0.8, -0.1], [0.5, 1.2, 1.4], [-0.4, -0.1, 0.4], [0.2, 0.3, 0.0], [-0.3, 0.4, -0.1], [-0.1, 0.1, 0.4], [-0.3, -0.1, -0.4], [-0.2, 0.2, 0.1], [-0.3, -0.1, -0.6], [-0.2, -1.0, -0.3], [-0.3, 0.2, -0.5], [0.1, 0.0, -0.5], [-0.8, -0.5, -1.0], [1.3, 0.6, 0.3], [-0.4, -0.1, 0.9], [0.5, -0.5, -0.2], [-0.3, 0.4, 0.0], [0.0, 0.2, 0.3], [0.1, 1.0, -0.2], [-0.4, -0.4, 0.1], [0.2, -0.5, 0.1], [0.6, 0.4, -0.3], [-0.3, -0.5, 0.1], [-0.2, 0.1, 0.1], [0.6, 1.3, 0.3], [-0.7, -0.4, -0.4], [-0.1, -0.9, 0.1], [-1.0, 0.5, -0.5], [0.3, -0.1, 0.6], [0.7, -0.4, -0.2], [-1.3, 0.4, 1.6], [0.9, 0.2, -0.6], [0.6, -0.5, -0.9], [-0.3, 1.0, -1.3], [0.1, -0.9, 0.2], [0.0, -0.5, 0.8]],
  "lowdin_charge": [-0.064, -0.373, -0.073, -0.219, 0.044, 0.078, 0.086, 0.076, 0.137, 0.076, 0.083, 0.073, 0.104, -0.058, 0.079, 0.026, -0.055, 0.022, 0.047, -0.045, 0.058, 0.054, -0.043, 0.031, 0.019, -0.084, 0.018, 0.001, -0.061, -0.005, 0.066, -0.072, -0.015, 0.008, -0.072, 0.021, 0.037]
}

---

# 6
{
  "formula": "C4H10O3",
  "method": "wB97M-V/def2-TZVPD",
  "homo_ev": [-6.7114, -7.7303],
  "homo_lumo_gap_ev": [6.73, 8.67],
  "e_above_lowest_kj_mol": 557.6,
  "e_lumo_ev": [0.023, 0.942],
  "species": ["C", "O", "C", "C", "O", "C", "O", "H", "H", "H", "H", "H", "H", "H", "H", "H", "H"],
  "xyz": [[2.7412, -0.1970, -0.1874], [1.6743, 0.1287, 0.6601], [0.4702, 0.2444, 0.0052], [-0.7008, -0.0782, 0.8864], [-1.3783, 1.0557, 1.4458], [-1.6386, -0.8753, 0.1459], [-2.8207, -0.3513, -0.1150], [3.6376, -0.1471, 0.4289], [2.8319, 0.5015, -1.0351], [2.6226, -1.2170, -0.5830], [-0.9266, 1.0384, -1.8400], [0.4805, -0.2321, -0.9816], [-0.3388, -0.7320, 1.6902], [-0.9121, 1.8147, 1.0565], [-1.5254, -1.9226, -0.0808], [-1.4178, 0.4814, -1.9037], [-2.7991, 0.4879, 0.4075]],
  "forces_ev_per_a": [[0.6, -0.1, -0.3], [-0.7, 0.2, -0.1], [0.8, -0.4, 0.4], [0.5, 0.0, 0.4], [0.4, 0.3, -0.2], [-0.4, -1.3, -0.2], [-0.9, 0.8, 0.0], [0.1, 0.0, -0.2], [-0.1, -0.1, 0.3], [0.0, 0.2, 0.1], [-0.2, 0.0, -0.2], [-0.1, 0.4, 0.1], [0.3, 0.3, 0.1], [-0.2, -0.1, 0.2], [0.1, 0.0, 0.1], [0.0, 0.2, -0.2], [-0.3, -0.2, -0.4]],
  "lowdin_charge": [-0.111, -0.153, -0.129, -0.406, -0.030, -0.191, 0.009, 0.089, 0.095, 0.094, 0.076, 0.073, 0.164, 0.110, 0.124, 0.074, 0.111]
}

---

# 7
{
  "formula": "C4H5ClFNO",
  "method": "wB97M-V/def2-TZVPD",
  "homo_ev": -9.1308,
  "homo_lumo_gap_ev": 9.79,
  "e_above_lowest_kj_mol": 397.1,
  "e_lumo_ev": 0.658,
  "species": ["C", "C", "N", "O", "H", "H", "H", "C", "C", "F", "Cl", "H", "H"],
  "xyz": [[-1.6100, 0.3984, -0.5710], [-1.0021, -0.7835, 0.0716], [-0.7732, -1.8768, 0.4585], [-0.1934, -2.7993, 0.9343], [-1.6745, 0.3682, -1.6499], [-1.1335, 1.2613, -0.3441], [-2.6554, 0.4764, -0.1421], [1.2892, 0.8360, 0.8505], [1.6607, 0.3440, -0.3109], [1.4302, 0.9112, -1.4513], [2.6307, -1.0075, -0.4548], [0.7370, 1.6638, 0.8728], [1.2943, 0.2080, 1.7363]],
  "forces_ev_per_a": [[-3.0, -2.7, 0.4], [-0.3, -2.0, 0.0], [0.1, 4.3, -1.2], [0.2, -1.9, 0.7], [0.0, -0.5, -0.3], [1.7, 2.5, 1.0], [1.0, 0.1, -0.7], [1.0, -3.1, 0.3], [0.7, 0.1, 1.8], [-0.4, 1.0, -1.5], [0.6, -1.3, -0.3], [-2.0, 3.3, 0.1], [0.6, 0.2, -0.2]],
  "lowdin_charge": [-0.046, -0.043, -0.142, -0.009, 0.086, 0.016, 0.111, -0.005, -0.922, 0.054, 0.788, 0.025, 0.089]
}

---

DFT total energy values (in hartree) by entry order: -1864.5237; -738.7324; -1160.5296; -514.9384; -843.9507; -383.9373; -845.3155.